Entry 1:
An isolated molecule of C8H14N2O at a distorted geometry, computed with ωB97M-V/def2-TZVPD.

```
25
Properties=species:S:1:pos:R:3:forces:R:3
C -0.877595 1.400065 -0.633521 2.5 0.5 2.1
C -0.712332 -0.201981 1.306225 1.3 0.6 -0.7
C 1.615454 0.293254 -1.086414 1.8 0.6 -1.5
C -1.610381 0.382246 0.224271 -0.7 -1.1 -0.7
C 0.730055 1.225955 -0.303923 -2.6 -1.7 2.1
C 0.681764 0.467211 1.118235 0.7 0.1 -1.4
C 1.863327 -0.472382 1.027364 -1.7 -0.1 0.7
C -2.201029 -0.742230 -0.654711 2.9 -0.9 1.5
N 2.428030 -0.579244 -0.158307 -1.6 1.7 1.5
N 3.415831 -1.325466 -0.406934 0.9 -1.8 0.8
O -3.258974 -1.419224 -0.092543 -1.2 -1.7 3.6
H -0.982304 1.156431 -1.640617 -0.6 0.2 -1.9
H -1.305213 2.408134 -0.338661 1.1 -0.9 -0.9
H -1.029801 0.046457 2.272687 -0.8 0.5 1.5
H -0.645778 -1.288689 1.330438 0.0 -0.2 -0.5
H 1.085167 -0.377168 -1.715291 -0.7 -0.8 -0.5
H 2.383752 0.736103 -1.744780 -0.5 0.4 0.2
H -2.432665 0.906004 0.659219 -0.8 0.2 0.5
H 1.174553 2.147777 -0.100268 0.8 1.5 -0.2
H 0.821528 1.242917 1.879840 0.0 -0.3 0.1
H 1.886753 -1.254671 1.775450 1.1 0.0 -0.1
H -2.562767 -0.381019 -1.570767 -0.4 0.6 -1.3
H 3.976463 -1.176626 -1.214692 -0.5 0.8 -1.2
H -1.306528 -1.460114 -0.840070 -1.2 0.9 -0.2
H -3.137299 -1.733729 0.907769 0.1 1.2 -3.4
```
Positions in Å, forces in eV/Å.

E_HOMO (spin up / spin down): -0.26960 / -0.26964 hartree
net charge: 0
frontier orbital gap (spin up / spin down): 8.090 / 8.091 eV
LUMO energy (spin up / spin down): 0.75 / 0.75 eV


Entry 2:
An isolated molecule of C2H4OS at a distorted geometry, computed with ωB97M-V/def2-TZVPD.

```
8
Properties=species:S:1:pos:R:3:forces:R:3
C 0.145938 -1.013378 0.133546 -1.3 -4.1 2.6
S -1.030887 0.173671 0.759161 0.7 1.8 -0.6
C -0.255034 1.341706 -0.258435 3.8 7.2 1.5
O -0.062292 2.618957 0.079579 -1.5 -7.2 -2.7
H 0.992837 -1.333791 0.993566 -2.4 0.9 -2.5
H -0.920468 -1.727999 0.229057 4.3 -0.2 -1.3
H 0.647109 -0.763447 -0.885684 -1.4 -1.2 1.8
H 0.482796 0.704280 -1.050791 -2.1 2.8 1.3
```
Positions in Å, forces in eV/Å.

SMILES: CSC=O
E_HOMO: -0.34636 hartree
net charge: 0
frontier orbital gap: 9.544 eV
LUMO energy: 0.12 eV


Entry 3:
A structure of composition C34H34N3O5P2Pt at a distorted geometry, computed with ωB97M-V/def2-TZVPD.

```
79
Properties=species:S:1:pos:R:3:forces:R:3
Pt 0.167839 -1.070796 0.540882 -1.5 0.5 -0.2
C -0.584338 -4.357525 -1.739640 0.0 -0.1 0.1
C 0.067312 -4.461974 -0.406631 0.1 0.1 0.1
N 0.691785 -3.474683 0.191633 0.0 -0.1 -0.1
C 1.118496 -3.945655 1.400782 -0.1 -0.1 -0.1
C 0.756557 -5.262245 1.529864 0.1 0.3 -0.1
N 0.088960 -5.570999 0.371043 0.0 -0.1 0.0
C 0.960098 -6.268892 2.582810 0.2 -0.2 0.5
O 1.601190 -5.858273 3.644712 -0.3 -0.9 -0.2
O 0.547075 -7.406366 2.433818 -0.1 0.0 -0.2
C 1.767501 -3.020721 2.378921 0.1 0.5 -0.1
O 2.160249 -3.524697 3.467251 0.2 0.4 -0.1
O 1.845903 -1.814858 2.057666 0.1 -0.4 0.1
H -0.671225 -3.298061 -1.975218 0.0 0.0 0.0
H -1.580451 -4.802404 -1.727818 0.0 0.0 0.0
H 0.010911 -4.845884 -2.513953 0.0 0.0 0.0
H -0.310686 -6.478580 0.197255 0.0 0.0 0.0
H 1.879781 -4.850167 3.553201 0.1 0.4 0.2
C -2.138655 1.748573 0.244079 0.0 -0.1 -0.1
N -0.845327 1.687729 -0.445616 0.0 -0.1 0.1
P 0.659038 1.579398 0.503718 -0.2 0.5 0.4
C 1.118356 3.385771 0.311646 0.0 -0.1 0.0
C 0.297168 4.432553 0.727951 0.1 0.1 0.0
C 0.668125 5.750541 0.512370 -0.1 0.0 0.0
C 1.875890 6.042901 -0.109480 0.1 0.0 0.0
C 2.713136 5.010966 -0.503752 0.0 0.1 0.0
C 2.332358 3.691339 -0.293695 -0.1 -0.1 0.0
C 0.437972 1.680489 2.331068 0.1 -0.1 0.0
C -0.666069 1.985056 3.121273 0.0 0.1 0.0
C -0.546969 2.033397 4.503886 -0.1 0.0 0.0
C 0.666408 1.779566 5.121614 0.1 0.0 0.0
C 1.774906 1.468139 4.346009 0.0 0.0 0.1
C 1.656785 1.418203 2.968780 -0.1 0.0 -0.1
P -0.630944 0.210406 -1.350257 1.2 -0.5 0.3
C 0.900891 0.696632 -2.261461 -0.1 0.0 -0.5
C 1.958469 -0.202415 -2.373843 -0.1 0.1 0.1
C 3.071264 0.117362 -3.137276 0.0 0.0 0.0
C 3.133530 1.335118 -3.801093 0.0 0.0 0.0
C 2.075676 2.230269 -3.704852 0.0 0.1 0.0
C 0.959418 1.907437 -2.950791 0.0 -0.1 0.1
C -1.705349 0.376892 -2.823217 -0.6 0.0 -0.2
C -1.577391 -0.671233 -3.743948 0.0 0.1 0.2
C -2.329438 -0.703545 -4.901236 -0.1 0.0 -0.1
C -3.256852 0.303154 -5.155827 0.1 0.0 0.1
C -3.400688 1.339953 -4.246647 -0.1 0.0 -0.2
C -2.636350 1.380210 -3.089124 0.2 0.0 0.1
H -2.288375 2.744683 0.664416 0.0 0.0 0.0
H -2.221891 0.985189 1.025664 0.0 0.0 0.0
H -2.940465 1.564462 -0.475585 0.0 0.1 0.1
H -0.634414 4.215148 1.236273 0.0 0.0 0.0
H 0.016185 6.555001 0.833562 0.0 0.0 0.0
H 2.162664 7.073428 -0.282174 0.0 0.0 0.0
H 3.662111 5.232355 -0.978386 0.0 0.0 0.0
H 2.977094 2.878673 -0.611718 0.0 0.0 0.0
H -1.632335 2.174501 2.677342 0.0 0.0 0.0
H -1.417954 2.265366 5.106486 0.0 0.0 0.0
H 0.745652 1.818948 6.201143 0.0 0.0 0.0
H 2.725387 1.248822 4.815572 0.0 0.0 0.0
H 2.512456 1.146024 2.360603 0.0 -0.1 0.1
H 1.908344 -1.132474 -1.817260 0.0 0.0 0.0
H 3.895902 -0.581634 -3.209238 0.0 0.0 0.0
H 4.003401 1.588266 -4.395590 0.0 0.0 0.0
H 2.122493 3.185563 -4.214804 0.0 0.0 0.0
H 0.128394 2.598477 -2.870052 0.0 0.0 0.0
H -0.850001 -1.451109 -3.538968 0.0 0.0 0.0
H -2.201980 -1.511969 -5.611103 0.0 0.0 0.0
H -3.855511 0.279083 -6.057446 0.0 0.0 0.0
H -4.110680 2.133503 -4.449747 0.0 0.0 0.0
H -2.733799 2.215662 -2.406670 0.0 0.0 -0.1
C -1.085393 -1.690677 3.620391 0.2 0.1 0.1
O -1.748465 -2.222035 2.473362 -0.4 0.1 -0.1
C -1.670049 -1.529185 1.319881 0.9 -0.2 0.2
C -2.731713 -2.098666 0.421186 -0.1 0.0 0.0
H -0.852890 -2.524086 4.281147 0.0 0.0 -0.1
H -1.748307 -0.988150 4.131988 -0.1 -0.1 0.0
H -0.168694 -1.174552 3.345523 0.1 0.0 -0.1
H -3.699499 -1.665061 0.699761 0.0 0.0 0.1
H -2.812789 -3.187091 0.536834 0.0 0.0 0.0
H -2.537196 -1.848545 -0.619251 0.0 0.0 0.0
```
Positions in Å, forces in eV/Å.

E_HOMO: -0.10656 hartree
net charge: -1
frontier orbital gap: 5.326 eV
LUMO energy: 2.43 eV